{"formula": "C22H65N10O4P3", "method": "wB97M-V/def2-TZVPD", "symbols": ["O", "P", "N", "C", "C", "N", "C", "C", "N", "C", "C", "H", "H", "H", "H", "H", "H", "H", "H", "H", "H", "H", "H", "H", "H", "H", "H", "H", "H", "O", "P", "N", "C", "C", "N", "C", "C", "N", "C", "C", "H", "H", "H", "H", "H", "H", "H", "H", "H", "H", "H", "H", "H", "H", "H", "H", "H", "H", "O", "P", "N", "C", "C", "N", "C", "C", "N", "C", "C", "H", "H", "H", "H", "H", "H", "H", "H", "H", "H", "H", "H", "H", "H", "H", "H", "H", "H", "C", "C", "C", "O", "C", "N", "H", "H", "H", "H", "H", "H", "H", "H", "H", "H", "H"], "xyz": [[0.098, -6.235, -5.496], [0.490, -6.174, -4.054], [1.029, -4.678, -3.410], [1.259, -4.327, -2.005], [1.030, -3.551, -4.269], [1.677, -7.192, -3.717], [3.160, -6.994, -3.975], [1.304, -8.674, -3.403], [-0.957, -6.571, -3.149], [-2.303, -6.346, -3.743], [-1.099, -6.627, -1.648], [1.673, -3.324, -1.906], [2.174, -4.792, -1.638], [0.308, -4.431, -1.483], [1.951, -2.973, -4.189], [0.335, -2.792, -3.909], [0.899, -3.846, -5.310], [3.128, -6.103, -4.602], [3.709, -6.819, -3.050], [3.624, -7.881, -4.408], [1.462, -9.180, -4.356], [2.007, -9.014, -2.643], [0.259, -8.834, -3.137], [-2.375, -6.829, -4.717], [-3.078, -6.818, -3.139], [-2.585, -5.299, -3.855], [-0.064, -6.609, -1.308], [-1.593, -7.558, -1.368], [-1.700, -5.762, -1.367], [-5.533, 9.237, -3.141], [-6.646, 9.453, -2.120], [-7.311, 7.875, -1.687], [-7.410, 6.833, -2.756], [-8.058, 7.612, -0.428], [-8.040, 10.301, -2.629], [-9.379, 10.206, -2.027], [-7.989, 10.727, -4.014], [-6.033, 9.762, -0.512], [-5.070, 8.856, 0.038], [-6.406, 10.929, 0.340], [-7.434, 7.251, -3.763], [-8.330, 6.250, -2.711], [-6.467, 6.294, -2.664], [-9.081, 7.270, -0.584], [-8.138, 8.561, 0.102], [-7.431, 6.983, 0.203], [-9.103, 10.059, -0.983], [-10.203, 10.841, -2.349], [-9.681, 9.256, -2.469], [-9.002, 10.648, -4.409], [-7.566, 11.721, -4.158], [-7.457, 10.040, -4.672], [-5.258, 7.808, -0.198], [-4.054, 9.236, -0.069], [-5.197, 8.832, 1.120], [-5.533, 11.582, 0.355], [-6.701, 10.721, 1.369], [-7.269, 11.481, -0.031], [7.154, -2.513, 5.443], [7.989, -3.400, 4.604], [7.317, -3.495, 3.059], [6.522, -2.391, 2.651], [7.743, -4.506, 2.096], [7.964, -5.029, 5.148], [6.611, -5.610, 5.347], [8.836, -5.404, 6.274], [9.597, -2.985, 4.424], [10.004, -1.644, 4.849], [10.509, -3.871, 3.686], [6.946, -1.420, 2.906], [5.560, -2.479, 3.157], [6.342, -2.199, 1.594], [6.823, -4.989, 1.766], [8.314, -5.293, 2.588], [8.223, -4.192, 1.169], [6.113, -5.003, 6.102], [6.038, -5.683, 4.423], [6.603, -6.662, 5.634], [8.347, -5.139, 7.212], [9.209, -6.404, 6.052], [9.768, -4.841, 6.321], [10.633, -1.091, 4.152], [9.142, -0.983, 4.938], [10.450, -1.684, 5.842], [11.492, -3.486, 3.415], [10.145, -4.104, 2.685], [10.728, -4.810, 4.195], [-4.561, 1.406, -0.002], [-2.996, 1.400, 0.034], [-2.479, 1.588, 1.516], [-1.113, 1.383, 1.564], [-0.824, 1.475, 2.948], [-2.625, 0.088, -0.526], [-4.825, 1.482, -1.056], [-5.003, 2.263, 0.507], [-5.111, 0.546, 0.378], [-2.505, 2.185, -0.541], [-3.099, 0.873, 2.057], [-2.742, 2.610, 1.787], [-1.077, 2.474, 3.302], [0.255, 1.327, 2.998], [-1.219, 0.725, 3.634], [-3.338, -0.586, -0.285], [-1.903, -0.323, 0.048]], "lowdin_charge": [-0.304, 0.521, -0.315, -0.097, -0.159, -0.298, -0.062, -0.055, -0.300, -0.125, -0.115, 0.079, 0.078, 0.068, 0.073, 0.080, 0.076, 0.075, 0.068, 0.077, 0.074, 0.073, 0.063, 0.069, 0.071, 0.076, 0.060, 0.073, 0.074, -0.318, 0.675, -0.325, -0.104, -0.127, -0.324, -0.087, -0.134, -0.323, -0.140, -0.107, 0.063, 0.071, 0.075, 0.077, 0.050, 0.070, 0.059, 0.089, 0.077, 0.079, 0.081, 0.069, 0.077, 0.086, 0.077, 0.076, 0.074, 0.063, -0.285, 0.542, -0.305, -0.141, -0.133, -0.301, -0.110, -0.124, -0.286, -0.106, -0.103, 0.074, 0.081, 0.083, 0.074, 0.066, 0.078, 0.079, 0.072, 0.079, 0.087, 0.085, 0.062, 0.080, 0.068, 0.078, 0.083, 0.054, 0.070, -0.073, -0.383, -0.263, -0.154, -0.120, 0.027, 0.073, 0.068, 0.072, 0.129, 0.124, 0.123, 0.088, 0.090, 0.090, 0.052, 0.055], "smiles": "CN(C)P(=O)(N(C)C)N(C)C.CN(C)P(=O)(N(C)C)N(C)C.CN(C)P(=O)(N(C)C)N(C)C.COC[C@H](C)N", "multiplicity": 1}

---

{"formula": "C22H65N5O8", "method": "wB97M-V/def2-TZVPD", "symbols": ["C", "C", "O", "H", "H", "H", "H", "H", "H", "O", "H", "H", "O", "H", "H", "C", "C", "C", "O", "C", "N", "H", "H", "H", "H", "H", "H", "H", "H", "H", "H", "H", "C", "C", "C", "O", "C", "N", "H", "H", "H", "H", "H", "H", "H", "H", "H", "H", "H", "C", "C", "C", "O", "C", "N", "H", "H", "H", "H", "H", "H", "H", "H", "H", "H", "H", "C", "C", "C", "O", "C", "N", "H", "H", "H", "H", "H", "H", "H", "H", "H", "H", "H", "C", "C", "C", "O", "C", "N", "H", "H", "H", "H", "H", "H", "H", "H", "H", "H", "H"], "xyz": [[-12.886, 7.680, -9.660], [-11.971, 7.848, -8.410], [-12.538, 7.240, -7.262], [-12.405, 8.103, -10.543], [-13.746, 8.314, -9.436], [-13.198, 6.653, -9.822], [-11.822, 8.917, -8.259], [-10.969, 7.462, -8.621], [-12.250, 6.323, -7.285], [-16.236, 2.309, -9.406], [-15.895, 2.810, -8.646], [-15.462, 1.848, -9.764], [-14.334, 0.254, -10.238], [-14.922, -0.242, -10.815], [-13.811, 0.814, -10.840], [-14.654, 6.635, -16.636], [-13.113, 6.785, -16.680], [-12.642, 8.228, -16.709], [-12.987, 8.815, -17.962], [-12.667, 10.167, -17.978], [-12.492, 6.024, -15.616], [-14.905, 6.705, -15.575], [-14.958, 5.661, -17.018], [-15.098, 7.419, -17.249], [-12.772, 6.315, -17.610], [-11.547, 8.172, -16.687], [-12.985, 8.840, -15.869], [-13.334, 10.783, -17.363], [-12.888, 10.537, -18.987], [-11.620, 10.447, -17.821], [-13.200, 5.557, -15.057], [-11.910, 5.249, -15.905], [-9.350, 2.142, -10.940], [-8.154, 2.982, -11.315], [-8.392, 4.486, -11.257], [-9.118, 4.907, -12.400], [-9.652, 6.218, -12.374], [-6.917, 2.638, -10.611], [-9.110, 1.085, -10.830], [-10.088, 2.193, -11.743], [-9.893, 2.501, -10.062], [-8.048, 2.825, -12.400], [-7.442, 5.030, -11.311], [-8.866, 4.757, -10.304], [-10.505, 6.299, -13.046], [-8.870, 6.943, -12.607], [-10.086, 6.367, -11.377], [-6.200, 3.108, -11.156], [-6.750, 1.648, -10.761], [-16.880, 10.958, -14.870], [-16.540, 9.505, -14.658], [-16.503, 9.133, -13.174], [-16.402, 7.718, -13.017], [-16.399, 7.257, -11.684], [-17.441, 8.555, -15.296], [-17.857, 11.198, -14.444], [-17.021, 11.136, -15.941], [-16.094, 11.654, -14.583], [-15.531, 9.389, -15.083], [-17.441, 9.442, -12.691], [-15.732, 9.575, -12.533], [-17.324, 7.497, -11.150], [-15.531, 7.689, -11.174], [-16.292, 6.175, -11.638], [-17.225, 8.540, -16.283], [-17.383, 7.638, -14.884], [-16.294, 5.497, -7.636], [-15.805, 4.472, -6.599], [-16.952, 3.602, -6.106], [-17.955, 4.372, -5.526], [-18.964, 3.620, -4.866], [-14.745, 3.670, -7.183], [-16.848, 4.948, -8.401], [-15.464, 6.054, -8.074], [-16.965, 6.211, -7.162], [-15.483, 5.040, -5.716], [-16.533, 2.889, -5.381], [-17.349, 3.004, -6.939], [-19.527, 4.253, -4.182], [-18.528, 2.748, -4.379], [-19.707, 3.324, -5.614], [-14.074, 4.299, -7.614], [-14.182, 3.232, -6.460], [-13.090, 3.862, -10.358], [-13.797, 3.417, -11.622], [-13.759, 4.595, -12.639], [-14.231, 4.280, -13.935], [-15.529, 3.755, -13.938], [-13.103, 2.219, -12.143], [-12.086, 4.263, -10.509], [-13.046, 2.972, -9.726], [-13.698, 4.596, -9.828], [-14.784, 3.065, -11.320], [-12.771, 5.022, -12.820], [-14.356, 5.390, -12.174], [-15.955, 3.683, -14.942], [-16.249, 4.431, -13.460], [-15.624, 2.749, -13.522], [-12.117, 2.458, -12.177], [-13.401, 2.069, -13.102]], "lowdin_charge": [-0.081, -0.308, -0.074, 0.072, 0.068, 0.033, 0.109, 0.101, 0.074, -0.091, -0.022, -0.022, -0.071, 0.049, -0.005, -0.039, -0.428, -0.204, -0.181, -0.150, 0.051, 0.067, 0.078, 0.070, 0.137, 0.122, 0.121, 0.085, 0.087, 0.089, 0.024, 0.078, -0.054, -0.457, -0.209, -0.201, -0.095, 0.037, 0.080, 0.058, 0.077, 0.135, 0.124, 0.123, 0.072, 0.090, 0.071, 0.071, 0.069, -0.070, -0.453, -0.183, -0.223, -0.103, 0.055, 0.081, 0.076, 0.079, 0.120, 0.127, 0.127, 0.096, 0.074, 0.069, 0.068, 0.059, -0.039, -0.431, -0.237, -0.181, -0.089, 0.046, 0.081, 0.063, 0.081, 0.140, 0.127, 0.128, 0.085, 0.085, 0.088, 0.053, 0.094, -0.061, -0.404, -0.167, -0.214, -0.103, 0.055, 0.079, 0.084, 0.053, 0.112, 0.121, 0.106, 0.092, 0.093, 0.088, 0.061, 0.081], "smiles": "COC[C@H](C)N.COC[C@H](C)N.COC[C@H](C)N.COC[C@H](C)N.COC[C@H](C)N.CCO.O.O", "multiplicity": 1, "e_above_lowest_kcal_mol": 0.0}

---

| no. | E_HOMO (eV) | E_tot (eV) |
| --- | --- | --- |
| 1 | -8.070 | -74824.3852 |
| 2 | -8.992 | -47695.6318 |